The following is a DFT calculation (ωB97M-V/def2-TZVPD) of 2 unconnected molecules or ions with the total composition CBrFO.

2S+1: 3
Total energy (Eh): -2786.95271
Kohn-Sham gap (spin up / spin down) (eV): 7.7 / 9.4
<S²>: 2.080
E_LUMO (spin up / spin down) (eV): -1.028 / -0.694

Positions of all 4 atoms, in Å:
C 0.06671 -0.15342 0.06339
O -1.31892 0.87534 -1.13329
F -0.51946 -1.00416 0.81041
Br 1.77167 0.28223 0.25949

The following is a DFT calculation (ωB97M-V/def2-TZVPD) of a molecular structure, C30H46BN7O2S3Ti.

Energy above the lowest of the compared OMol25 structures with the same formula, charge and spin (kJ/mol): 106.3
Total energy (Eh): -3773.55590
Kohn-Sham gap (eV): 7.0
E_LUMO (eV): -0.053

Positions of all 90 atoms, in Å:
Ti 3.21609 -0.00665 0.17926
C 1.81990 0.71946 -5.00552
C 0.87992 0.49706 -3.86582
C -0.46382 0.53756 -4.01372
C -1.31731 0.27227 -2.91132
N -0.82083 0.02874 -1.73261
N 0.51120 0.03467 -1.55780
B 1.02390 -0.39539 -0.13098
N 0.59644 0.54192 1.04087
N -0.15780 1.60794 0.75907
C -0.23742 2.57340 1.63762
C 0.44103 2.49251 2.87372
C 1.15066 1.37782 3.19483
C 1.92227 1.25264 4.46576
C 1.20891 0.32669 2.23187
S 2.09129 -1.11573 2.46223
C -1.11078 3.75927 1.23206
C -0.84475 4.10786 -0.23552
C -2.57969 3.35717 1.41555
C -0.82471 4.98756 2.09545
N 0.50019 -1.85373 0.12184
N -0.71834 -1.94541 0.65924
C -1.16738 -3.11837 1.01172
C -0.42220 -4.28574 0.71739
C 0.81591 -4.19437 0.16670
C 1.65610 -5.39593 -0.12251
C 1.33726 -2.88250 -0.06146
S 2.97288 -2.60478 -0.46159
C -2.48474 -3.11345 1.78272
C -3.55780 -2.38521 0.97207
C -2.95498 -4.53218 2.09722
C -2.25105 -2.35643 3.09708
C 1.39803 0.22159 -2.55111
S 3.07490 0.08438 -2.31911
C -2.83697 0.19597 -3.02628
C -3.26769 -1.23727 -2.70283
C -3.45443 1.15641 -2.00874
C -3.32011 0.56022 -4.42872
H 1.26799 0.91747 -5.92305
H 2.48537 1.55749 -4.79294
H 2.45931 -0.15285 -5.14949
H -0.88580 0.74270 -4.98846
H 0.40750 3.32211 3.56628
H 1.78340 2.13786 5.08509
H 1.61947 0.36612 5.02402
H 2.98147 1.12583 4.22975
H -1.00810 3.24433 -0.87897
H -1.51566 4.91107 -0.54929
H 0.18490 4.44383 -0.37621
H -2.79992 2.43574 0.87975
H -2.80990 3.19686 2.47193
H -3.23528 4.14625 1.04070
H 0.21641 5.30762 2.01379
H -1.45377 5.81422 1.75998
H -1.05194 4.81450 3.14867
H -0.82672 -5.26143 0.95175
H 1.09660 -6.31041 0.06877
H 1.99754 -5.39012 -1.15848
H 2.55435 -5.38305 0.49708
H -3.73170 -2.87036 0.00887
H -4.49866 -2.37809 1.52686
H -3.25725 -1.35391 0.78949
H -3.15177 -5.11076 1.19144
H -2.23046 -5.07861 2.70443
H -3.88621 -4.48385 2.66389
H -1.92216 -1.33601 2.89878
H -3.17784 -2.32141 3.67433
H -1.48507 -2.84449 3.70367
H -2.91842 -1.52600 -1.71380
H -4.35692 -1.31543 -2.73024
H -2.85561 -1.94427 -3.42745
H -3.10488 0.91628 -1.00675
H -3.18143 2.19269 -2.22220
H -4.54367 1.07662 -2.03332
H -2.93364 -0.12345 -5.18774
H -4.40914 0.49700 -4.45685
H -3.04397 1.57928 -4.70894
N 5.37610 -0.60790 -0.27865
C 6.23077 0.39619 0.38756
C 5.53519 0.89237 1.65144
O 6.13477 1.48869 2.51177
O 4.25464 0.60385 1.67054
H 5.45209 -1.50244 0.19886
H 5.65490 -0.76901 -1.23983
H 6.34218 1.24948 -0.28345
H 7.22486 0.02353 0.63219
C 2.81887 2.06068 -0.18889
H 3.70179 2.46771 -0.69596
H 2.71745 2.57267 0.77433
H 1.95388 2.29278 -0.81368

The following is a DFT calculation (ωB97M-V/def2-TZVPD) of a molecular structure, C13H26Cl2HfNO4P2.

Total energy (Eh): -2517.54860
Kohn-Sham gap (eV): 7.7
E_LUMO (eV): -3.794
Net charge: +1

Positions of all 49 atoms, in Å:
C 0.99638 -1.25443 -3.80852
C 0.97626 -0.93396 -2.45491
N -0.14194 -0.97841 -1.71936
C -1.31911 -1.25093 -2.32221
C -1.36040 -1.51338 -3.67963
C -0.20286 -1.53864 -4.44724
C 2.32241 -0.76718 -1.85313
P 2.48146 -0.44057 -0.05772
Hf -0.17222 -0.48777 0.52949
P -2.56691 -0.09610 -0.05877
C -2.64172 -1.08753 -1.58099
O 2.72537 3.75302 -4.29030
O -2.30370 3.80473 -2.85614
H 1.93919 -1.18216 -4.29111
H -2.34188 -1.68159 -4.11283
H -0.20035 -1.79068 -5.48462
C 3.58718 -1.84507 0.27952
C 3.57655 1.02452 0.06647
H -3.29464 -0.49659 -2.25296
H -3.10468 -2.06810 -1.33595
H 2.88998 -0.06209 -2.44838
H 2.84597 -1.73355 -1.95449
C -3.78122 -0.86662 0.99596
C -3.25637 1.50732 -0.45130
H -1.66752 3.07562 -2.65627
H -1.65375 4.50383 -3.06217
H 2.55846 3.36226 -3.39807
H 3.29984 3.07162 -4.65767
H -0.37052 -2.16613 1.17228
H 0.29126 1.15946 0.22677
H 4.50860 -1.71382 -0.29622
H 3.79455 -1.96154 1.34148
H 3.09511 -2.75104 -0.08529
H 4.61860 0.71914 -0.08744
H 3.29829 1.77139 -0.68576
H 3.42817 1.45441 1.07067
H -4.34162 1.36137 -0.56940
H -3.01339 2.21100 0.35689
H -2.79706 1.92028 -1.35469
H -4.75922 -0.65571 0.54756
H -3.58430 -1.94074 1.06102
H -3.68302 -0.43577 1.99870
Cl -0.93308 0.95956 5.49622
C -0.21149 1.96786 4.23508
Cl 1.55023 2.04048 4.45189
C -0.53981 1.45695 2.82180
O -1.07880 2.32915 2.12862
O -0.24178 0.23753 2.45249
H -0.66283 2.97142 4.26010

The following is a DFT calculation (ωB97M-V/def2-TZVPD) of a single C5H6O2S molecule.

Energy above the lowest of the compared OMol25 structures with the same formula, charge and spin (kJ/mol): 312.0
Total energy (Eh): -742.66604
Kohn-Sham gap (eV): 9.7
E_LUMO (eV): 0.131

Positions of all 14 atoms, in Å:
C -1.50904 -0.61340 -0.55928
C -0.29938 1.69106 -0.25336
C 0.99349 1.34111 -0.54243
C 1.87255 0.12922 -0.33082
C 1.98069 -0.71514 0.85540
H -1.21426 -0.23792 -1.60193
H -0.78748 2.58924 -0.72204
H 1.55178 2.05346 -1.12232
H 2.72218 0.01573 -0.94994
H 3.00882 -1.13052 1.06067
H 1.29695 -0.50577 1.76749
O -1.85132 -1.84657 -0.31207
O 1.36158 -1.26256 -0.24433
S -1.30562 0.69323 0.68764

The following is a DFT calculation (ωB97M-V/def2-TZVPD) of 2 unconnected molecules or ions with the total composition C5H11N2.

Energy above the lowest of the compared OMol25 structures with the same formula, charge and spin (kJ/mol): 386.6
Total energy (Eh): -306.23624
Kohn-Sham gap (eV): 10.0
E_LUMO (eV): -4.383
Net charge: +1

Positions of all 18 atoms, in Å:
C 1.59351 -0.43709 -0.26916
C 1.36689 1.98057 1.53473
C -1.24976 -1.77530 -0.46214
C -0.41553 2.12827 0.08454
C 0.13808 -2.28528 -1.00617
N 0.76385 1.48169 0.54072
N 1.09398 -1.48538 -0.56596
H 2.41315 0.06422 0.22231
H 0.91129 2.83768 1.89622
H 2.05925 1.35904 2.10267
H -1.82739 -2.58660 0.00183
H -1.14398 -1.04030 0.21849
H -1.91886 -1.44018 -1.20412
H -0.59868 3.02371 0.68016
H -0.41943 2.39413 -0.96969
H -1.16198 1.32997 0.33775
H 0.17980 -2.50137 -2.00063
H 0.22860 -3.27619 -0.58421